C3H3PS | ωB97M-V/def2-TZVPD

Structure (XYZ):
```
8
Properties=species:S:1:pos:R:3:forces:R:3
C 0.136 0.146 0.050 5.0 1.7 6.9
H -0.159 0.275 -0.858 -2.7 0.1 -5.4
P 3.692 2.475 0.561 -3.2 -1.0 0.3
C 2.159 2.002 0.570 3.1 -0.1 -0.4
H -0.537 0.093 0.917 -0.2 -0.3 -0.9
C 0.834 1.602 0.286 -2.1 0.5 -0.7
H 0.960 -0.570 0.148 -0.5 -0.3 -0.1
S -0.177 2.890 -0.015 0.5 -0.6 0.3
```
Forces are in eV/Å.

- orbital gap (eV) = 7.05
- relative energy (zero: lowest compared OMol25 entry of this formula, charge and spin) (kJ/mol) = 107.76
- F_max (eV Å⁻¹) = 8.7
- net charge = 0
- LUMO energy (eV) = -1.5917

These are the natural (NBO) partial charges, in e, on atoms 1 to 5: -0.595 0.220 0.604 -0.564 0.243

---

C18H49ClHgN3O7 | ωB97M-V/def2-TZVPD

Structure (XYZ):
```
79
Properties=species:S:1:pos:R:3:forces:R:3
H 0.589 1.532 5.233 -0.4 -0.1 -0.3
O -2.999 0.628 2.221 -0.5 0.8 -0.4
C -4.918 2.343 -0.578 0.4 -2.0 -0.3
C -2.072 4.939 0.434 -0.6 -0.4 -0.7
H 3.109 -2.291 0.139 0.2 -0.3 -0.8
N 0.498 -2.705 2.112 -0.6 -1.0 -0.7
C 1.629 1.341 4.971 -0.4 0.2 1.2
H 2.155 1.869 5.767 0.4 -0.1 -0.2
H 0.505 -1.771 1.726 0.0 0.3 0.1
C -6.386 0.527 -0.506 -1.1 -0.4 -0.5
H 2.442 -2.618 -2.459 -0.5 0.6 0.7
H -2.753 1.671 0.489 0.6 -1.1 0.4
C -0.158 6.201 -0.303 0.2 0.8 -0.4
H -5.162 2.740 0.407 0.2 0.0 0.2
C -1.709 -3.170 1.255 -0.9 0.0 -0.6
H -2.255 -3.775 0.531 -0.4 -0.4 0.4
H -1.866 -2.161 0.872 0.4 0.3 0.2
C 3.049 -1.237 -0.135 0.6 1.4 0.5
H 2.002 -0.979 0.024 -0.3 0.2 0.0
H -3.284 2.033 -1.940 0.0 -0.3 0.2
H -3.552 3.663 -1.431 0.4 0.1 0.1
Cl 0.014 0.878 1.285 0.5 0.7 -1.4
H 1.816 0.271 5.059 0.2 -0.1 0.0
C 3.407 -2.133 -2.313 0.1 0.7 -1.8
O 2.745 -1.487 -4.476 0.2 -0.5 0.3
C 3.892 -1.951 -3.751 -1.0 0.3 0.6
C -3.769 -0.532 2.036 -1.0 -1.2 0.5
H 3.982 -2.888 -1.776 0.5 0.0 0.1
H 3.551 -0.847 1.863 -0.3 0.3 0.3
C 3.904 -0.503 0.891 0.1 -0.9 0.1
H 1.489 1.429 3.057 0.0 0.1 -0.1
C 6.021 -0.206 1.779 1.1 -0.4 0.0
C 0.355 -4.580 -2.373 -0.9 -0.4 0.1
H 5.897 -0.624 2.778 -0.7 0.1 0.1
H 3.901 -1.316 -6.151 0.1 -0.6 -0.3
H -2.070 0.533 1.999 0.2 -0.6 0.1
C 0.302 -3.441 -0.210 -0.4 -0.4 -1.0
C -3.501 2.640 -1.060 -1.2 0.8 -0.7
H -0.005 -2.706 2.988 0.4 0.2 0.5
H -3.422 3.518 1.573 -0.1 0.4 -0.3
O 1.997 1.881 3.735 0.2 0.1 -0.5
H -0.428 6.397 -1.341 -0.1 0.3 0.0
H 4.664 -1.183 -3.806 0.4 -0.3 -0.2
H 4.426 -0.607 -1.465 0.5 1.0 -0.4
O -0.221 -4.458 -1.053 0.5 0.1 -0.4
C 2.882 -1.600 -5.889 -0.1 1.0 -0.3
H -4.807 -0.352 2.314 0.0 0.7 -0.1
N -2.465 2.486 -0.034 -0.3 1.4 -1.1
O -5.034 0.887 -0.573 0.4 1.7 0.6
H -3.832 -0.954 1.032 0.4 0.4 -0.3
H 0.929 6.190 -0.225 -0.1 -0.1 0.1
H 3.736 0.571 0.814 0.4 0.2 0.1
H -2.271 5.722 1.165 0.1 0.0 0.0
H -1.695 3.317 1.648 -0.2 -0.2 0.6
H 1.390 -3.439 -0.271 0.2 -0.4 0.5
H 5.819 0.865 1.749 -0.1 0.0 0.1
H 4.225 -2.942 -4.057 0.2 0.2 -0.5
C -0.281 -3.598 1.208 1.7 0.8 -0.7
O -0.660 4.947 0.080 -0.7 -2.4 0.7
H -0.566 6.947 0.379 0.1 0.2 -0.2
H -6.509 -0.547 -0.363 0.4 0.0 -0.2
N 3.459 -0.893 -1.520 -0.5 -3.9 1.8
H 2.505 -2.531 -6.313 0.6 -0.4 0.3
H 0.002 -2.482 -0.633 -0.2 0.6 0.1
H -5.644 2.777 -1.266 0.0 0.0 -0.3
H -2.637 5.107 -0.483 0.0 0.7 0.0
H 2.265 -0.845 -6.376 -0.2 0.2 0.4
H 7.084 -0.379 1.607 -0.1 0.2 -0.5
Hg -0.208 2.590 -0.812 -1.2 -0.6 2.4
C -2.513 3.571 0.974 2.2 0.2 0.5
O 5.283 -0.908 0.780 -1.3 0.9 -0.2
H 0.075 -3.821 -3.103 0.0 0.9 0.5
H -2.102 -3.212 2.271 -0.3 -0.3 -0.2
H -3.524 -1.349 2.715 0.6 0.0 0.1
H 1.436 -4.718 -2.395 0.1 -0.1 0.4
H -6.864 0.822 -1.440 -0.2 -0.2 -0.2
H -0.160 -4.646 1.479 0.1 0.1 0.3
H -0.138 -5.437 -2.832 0.3 -0.4 0.4
H -6.993 0.990 0.272 0.4 0.4 0.5
```
Forces are in eV/Å.

- orbital gap (alpha / beta) (eV) = 4.67 / 2.81
- 2S+1 = 2
- F_max (eV Å⁻¹) = 4.3
- net charge = +2
- LUMO energy (alpha / beta) (eV) = -9.6089 / -10.4775

These are the Löwdin partial charges, in e, on atoms 1 to 5: 0.075 -0.144 -0.161 -0.157 0.122